1.
21
Properties=species:S:1:pos:R:3:mulliken_charge:R:1 method="wB97M-V/def2-TZVPD" total_charge=+1 max_force_ha_per_bohr=0.074 e_above_lowest_kj_mol=231.06 total_energy_ha=-382.7736 smiles="C=C(N)C[C@@H]([NH3+])CO"
C 1.4377 -1.0189 -2.3094 -1.1976
C 1.3497 -0.2157 -1.2413 0.7847
N 2.1531 0.9560 -1.2004 -0.5147
C 0.5308 -0.5787 -0.0620 -0.9665
C -0.4884 0.4328 0.4313 0.0343
N -1.9224 0.1994 -0.1801 -0.3613
C -0.6678 0.5254 1.9485 -0.5130
O -1.8616 -0.3727 2.2132 -0.5891
H 0.8645 -1.9329 -2.3722 0.2587
H 2.0335 -0.7575 -3.1735 0.2455
H 2.7717 1.1688 -0.4293 0.2331
H 2.7161 0.9180 -2.0502 0.2551
H 0.1910 -1.6102 -0.1386 0.5231
H 1.2057 -0.5492 0.8085 0.2450
H -0.3496 1.4686 0.1124 0.4730
H -2.6740 0.5299 0.4086 0.3191
H -1.9335 -0.8208 -0.2020 0.3749
H -2.0469 0.4693 -1.1547 0.3483
H 0.1158 0.0446 2.5152 0.3652
H -1.0427 1.4658 2.3423 0.3535
H -1.8945 -0.3742 3.1635 0.3284

***

2.
74
Properties=species:S:1:pos:R:3:mulliken_charge:R:1 method="wB97M-V/def2-TZVPD" total_charge=+1 max_force_ha_per_bohr=0.082 total_energy_ha=-4508.7985
C 5.9912 0.8575 1.1046 -1.3534
C 4.5260 1.3089 1.2849 -0.4296
O 3.7465 1.1186 0.1134 -0.1267
C 3.3305 -0.2286 -0.0740 -1.7901
C 1.8362 -0.5499 0.0776 -1.2048
C 0.7327 -0.0136 -0.8827 2.9047
S 1.6731 -0.2216 -2.4592 1.4392
O 2.6329 0.7929 -2.6111 -0.5873
O 2.2232 -1.5077 -2.5108 -0.5750
F 0.7203 -0.1046 -3.7290 -0.3365
C -0.5863 -0.9621 -0.6681 -1.6504
I -0.7483 -1.5359 1.4978 0.1542
C -0.8852 -2.3584 -1.2981 0.7587
Cl -0.4304 -2.6420 -3.0462 -0.0383
C -0.5171 -3.7162 -0.6307 -0.9118
C 0.9519 -4.0566 -0.4128 -1.1473
C -1.8261 -0.0372 -0.9460 1.2096
S -2.6382 -0.3209 -2.6513 -0.2161
C -3.2197 -0.3213 -0.2662 -2.8893
N -3.4267 -0.2053 1.1744 -0.1546
C -4.1172 -1.4231 1.6871 -0.6037
N -1.2417 1.4759 -0.9598 1.5300
N -1.2507 1.6892 -2.4229 -0.4907
C -2.1576 2.6134 -0.6341 -1.2854
C -2.8324 2.7793 0.7186 -0.0557
O -2.5632 2.4091 1.7604 -0.2404
Cl -4.2878 3.8424 0.6044 -0.1704
C 0.2149 1.4702 -0.5829 1.4462
C 0.1812 1.8095 0.9674 -1.9637
C 1.4400 2.0007 1.8035 -0.6102
O 1.0735 2.8446 2.9141 -0.6719
C 1.0931 2.6735 -1.0314 -0.8364
C 1.0124 3.3830 -2.3745 -0.5848
O 1.6672 3.2469 -3.3105 -0.3958
O 0.0446 4.4036 -2.4030 -0.5161
H 6.1325 -0.1427 1.5107 0.3312
H 6.6271 1.5708 1.6227 0.4104
H 6.2618 0.8502 0.0514 0.2928
H 4.0824 0.8393 2.1670 0.4148
H 4.5576 2.3855 1.4520 0.4806
H 3.8261 -0.5994 -0.9686 0.4800
H 3.8191 -0.8063 0.7223 0.7522
H 1.7956 -1.6323 -0.0391 -0.3454
H 1.6437 -0.3807 1.1259 0.4960
H -1.9670 -2.4449 -1.3428 0.1426
H -1.2092 -4.0380 0.1408 0.1617
H -0.8131 -4.4340 -1.4034 0.6067
H 1.5512 -3.6675 -1.2383 0.2440
H 1.3675 -3.6755 0.5223 0.2140
H 1.1134 -5.1325 -0.4163 0.5042
H -1.6718 -0.6783 -3.5190 0.2543
H -3.9222 0.3830 -0.7359 0.6641
H -3.5969 -1.2807 -0.5999 0.6071
H -4.1038 0.5172 1.3743 0.3569
H -5.1369 -1.4789 1.2932 0.4014
H -4.2068 -1.2738 2.7640 0.4158
H -3.5310 -2.3237 1.5163 -0.3453
H -0.3403 1.4809 -2.8283 0.1251
H -1.3769 2.6695 -2.6460 0.2824
H -3.0067 2.5095 -1.3054 1.0115
H -1.6516 3.5685 -0.7941 0.6980
H -0.4900 1.1420 1.5121 0.6042
H -0.2855 2.7876 1.0819 0.7982
H 2.2690 2.5310 1.3551 0.0842
H 1.8480 1.1186 2.2944 0.0726
H 0.3157 2.4387 3.3497 0.3864
H 2.1308 2.3454 -0.9230 0.0794
H 1.0380 3.5174 -0.3433 1.2059
H -0.3667 4.3250 -3.2736 0.3790
C -3.0407 -4.8292 3.4155 -0.3117
Cl -2.2263 -3.4287 4.1308 -0.1160
Cl -3.4842 -4.5364 1.7296 -0.1048
H -2.3723 -5.6810 3.4598 0.3071
H -3.9426 -5.0299 3.9817 0.3521

***

3.
14
Properties=species:S:1:pos:R:3:mulliken_charge:R:1 method="wB97M-V/def2-TZVPD" max_force_ha_per_bohr=0.009 e_above_lowest_kj_mol=109.25 total_energy_ha=-361.8392 smiles="[H]/N=C1/CO[C@H](C)O1"
H 2.6716 1.5583 0.1712 0.2787
N 2.6116 0.5968 -0.1644 -0.6775
C 1.4438 0.1464 -0.0151 0.4666
C 0.9698 -1.2399 -0.3841 -0.1335
O -0.4290 -1.2004 -0.1824 -0.3677
C -0.7588 -0.0388 0.5442 0.4004
C -1.9316 0.6535 -0.0984 -1.2519
O 0.3849 0.8170 0.5047 -0.3743
H 1.1796 -1.4686 -1.4325 0.2258
H 1.4530 -1.9969 0.2470 0.2198
H -0.9429 -0.2851 1.5996 0.2365
H -2.2197 1.5398 0.4737 0.3392
H -2.7828 -0.0301 -0.1507 0.3389
H -1.6495 0.9478 -1.1128 0.2992

***

4.
6
Properties=species:S:1:pos:R:3:mulliken_charge:R:1 method="wB97M-V/def2-TZVPD" max_force_ha_per_bohr=0.055 e_above_lowest_kj_mol=536.13 total_energy_ha=-799.6525
Mg 0.4756 0.7657 1.2981 1.2722
Mg -1.6778 -1.4764 -0.1859 1.2518
F 1.9564 1.2782 0.2884 -0.6862
F -0.2448 0.1226 -3.3898 -0.6427
F -0.6548 0.1042 -0.2382 -0.4518
F 0.1454 -0.7942 2.2273 -0.7434

***

5.
118
Properties=species:S:1:pos:R:3:mulliken_spin:R:1 method="wB97M-V/def2-TZVPD" total_charge=+1 max_force_ha_per_bohr=0.068 spin_multiplicity=5 e_above_lowest_kj_mol=235.21 total_energy_ha=-8203.0604
Fe 1.7848 0.9309 1.3823 3.9441
C -2.9376 -5.4252 2.0167 0.0000
C -2.1862 -4.4857 1.0558 -0.0002
N -1.6693 -3.2496 1.7530 0.0010
C -0.3727 -3.0878 2.0529 -0.0002
C 0.2631 -1.9875 2.4805 0.0310
C 1.8650 -1.9218 2.5450 -0.0244
O 2.4882 -2.9290 2.9598 0.0044
O 2.4097 -0.8281 2.1325 -0.1270
C -0.4481 -0.7761 2.4647 -0.0173
O -0.0436 0.4290 2.4567 0.0218
C -1.9034 -0.9904 2.4127 0.0080
C -2.7368 0.1547 2.6289 -0.0010
C -4.0902 0.0850 2.3855 -0.0002
F -4.8309 1.1897 2.6425 0.0000
C -4.7426 -1.0938 2.0111 0.0001
C -3.9399 -2.2452 1.8152 0.0011
C -2.5472 -2.1385 1.9674 0.0035
N -6.1236 -1.0544 1.6327 0.0000
C -7.0891 -1.0071 2.6917 -0.0001
C -8.4171 -1.5474 2.2155 0.0000
N -8.9032 -0.7966 1.0607 0.0000
C -7.9295 -0.7055 -0.0510 0.0000
C -6.6015 -0.2281 0.5112 -0.0001
H -3.7671 -5.8950 1.5750 0.0000
H -3.2751 -4.8031 2.8507 0.0000
H -2.4132 -6.2933 2.4639 0.0000
H -2.8212 -3.9617 0.3583 0.0001
H -1.3495 -4.8393 0.4131 0.0001
H 0.2941 -3.9874 2.0917 0.0002
H -2.2747 1.0730 2.9624 0.0014
H -4.5478 -3.1109 1.5506 0.0000
H -7.3214 0.0297 3.1338 0.0000
H -6.6966 -1.5601 3.5616 0.0000
H -9.1657 -1.5467 2.9903 0.0000
H -8.2248 -2.6080 1.8573 0.0000
H -9.1041 0.1974 1.3845 0.0000
H -9.7276 -1.2124 0.7131 0.0000
H -8.3383 0.0075 -0.8464 0.0000
H -7.8028 -1.6741 -0.5305 0.0000
H -6.6057 0.8775 0.7740 0.0000
H -5.9559 -0.3532 -0.3290 0.0000
S 2.7098 2.2800 3.2110 0.0416
C 4.0211 1.1610 3.3966 0.0044
N 4.1320 0.2604 4.3867 0.0021
C 5.0807 -0.7941 4.1025 0.0021
C 5.7866 -0.2646 2.7985 0.0052
N 4.9272 0.8886 2.4828 0.0173
H 3.3434 0.1686 5.0404 0.0007
H 4.5921 -1.7173 3.8517 0.0003
H 5.7312 -0.9464 4.9947 0.0000
H 5.8639 -0.9810 2.0621 -0.0013
H 6.8139 0.0017 3.0234 -0.0001
H 5.0460 1.5837 1.7340 0.0010
C 1.7226 1.9051 -0.6166 0.0296
Ge 3.3529 1.7201 -1.6137 -0.0388
C 5.0200 2.5286 -0.9120 -0.0010
C 6.1729 2.0171 -1.5063 0.0013
C 7.4902 2.3884 -1.1509 0.0001
C 7.6150 3.2985 -0.1576 0.0001
C 6.4941 3.8812 0.3908 -0.0005
C 5.2009 3.4555 0.0502 -0.0010
C 3.1283 2.4376 -3.5116 0.0024
C 2.1957 3.4261 -3.7568 0.0028
C 1.8551 3.8845 -5.0370 0.0004
C 2.4943 3.2919 -6.1326 -0.0001
C 3.5536 2.3807 -5.9074 0.0002
C 3.8938 1.9425 -4.6070 -0.0002
C 3.7612 -0.1626 -1.7643 -0.0484
C 4.2292 -0.9167 -0.6485 0.1220
C 4.4532 -2.2948 -0.8423 0.0156
C 4.1915 -2.9153 -2.0386 0.0002
C 3.6361 -2.1892 -3.0797 0.0001
C 3.4831 -0.8382 -2.9270 -0.0046
H 1.3704 2.9149 -0.3377 -0.0139
H 5.9299 1.1833 -2.2114 0.0001
H 8.3257 1.8986 -1.6921 0.0000
H 8.6065 3.5754 0.1600 0.0000
H 6.5278 4.6474 1.1320 0.0000
H 4.3452 3.8387 0.5325 0.0031
H 1.5989 3.8364 -2.9261 0.0000
H 1.0817 4.6440 -5.1395 0.0000
H 2.3123 3.4418 -7.1800 0.0000
H 4.1134 2.0780 -6.8027 -0.0001
H 4.6645 1.2364 -4.3437 0.0001
H 4.4187 -0.4058 0.2665 -0.0481
H 4.8116 -2.8822 -0.0628 0.0003
H 4.4035 -3.9537 -2.1380 0.0000
H 3.4856 -2.7761 -3.9755 0.0000
H 3.0041 -0.2983 -3.7447 0.0015
C -1.9540 -2.7414 -3.6239 0.0002
C -1.5444 -1.5177 -2.8197 0.0012
C -0.4282 -1.7758 -1.8169 0.0010
C -0.1473 -0.7369 -0.7634 0.0708
Ge 0.2290 1.0524 -1.4654 -0.0192
C -1.3254 2.1888 -1.4519 0.0071
C -1.5906 2.6279 0.0404 0.0126
C -2.7890 3.5799 0.2515 0.0016
C -2.9389 4.0562 1.6858 0.0002
H -2.9027 -2.6075 -4.1538 0.0000
H -2.0380 -3.5297 -2.8804 0.0000
H -1.1199 -2.9617 -4.3051 0.0000
H -2.5022 -1.3749 -2.1678 -0.0003
H -1.4336 -0.6328 -3.4303 -0.0006
H 0.5414 -1.8744 -2.3662 0.0002
H -0.6193 -2.6656 -1.2635 -0.0002
H 0.6818 -1.2052 -0.2790 -0.0107
H -0.9873 -0.5812 -0.0842 -0.0155
H 0.6212 0.6967 -2.9289 0.0047
H -2.2049 1.8184 -1.8556 -0.0007
H -0.9867 3.0111 -2.1136 0.0020
H -0.7371 3.0145 0.4830 0.0024
H -1.8514 1.7054 0.5255 0.0010
H -3.6310 2.8773 0.0035 -0.0001
H -2.5870 4.4494 -0.4044 -0.0003
H -3.1800 3.2364 2.4275 -0.0001
H -3.7738 4.7803 1.7365 0.0000
H -1.9934 4.6183 1.9698 -0.0002

***

6.
24
Properties=species:S:1:pos:R:3:mulliken_charge:R:1 method="wB97M-V/def2-TZVPD" max_force_ha_per_bohr=0.050 e_above_lowest_kj_mol=77.80 total_energy_ha=-497.0279 smiles="CNC(C)=O.CNC(C)=O"
C 1.8728 0.9825 1.7996 -0.5791
N 2.4502 -0.2186 1.2793 -0.1831
C 1.7353 -1.0280 0.4351 0.7028
C 2.5524 -2.0952 -0.2333 -1.2282
O 0.5404 -0.8926 0.2407 -0.6411
H 0.9111 1.1459 1.3108 -0.0006
H 1.5628 0.9140 2.8464 0.2985
H 2.4840 1.8516 1.6286 0.3347
H 3.3113 -0.5772 1.6496 0.2148
H 2.1898 -2.4259 -1.1965 0.3279
H 3.5864 -1.8368 -0.3037 0.3621
H 2.5680 -2.9749 0.4243 0.2982
C -2.7386 -1.1857 -1.0752 -0.9866
N -2.0392 -0.0119 -0.5773 -0.0764
C -2.2923 1.2084 -1.1308 0.7702
C -1.6110 2.3629 -0.4257 -0.9895
O -2.9906 1.3468 -2.1172 -0.6663
H -2.0987 -1.6821 -1.8293 0.2875
H -2.9375 -1.8854 -0.2801 0.3015
H -3.4833 -0.7764 -1.7543 0.3751
H -1.2533 -0.0640 0.0572 0.2680
H -2.2942 3.2085 -0.4103 0.3231
H -1.3584 2.0819 0.5993 0.2409
H -0.6671 2.5521 -0.9373 0.2458